1.
C5H7FS | the ωB97M-V functional and the def2-TZVPD basis

LUMO level   0.854 eV
Strongest force on any atom   1.17 eV/A
Energy above the lowest of the compared OMol25 structures with the same formula, charge and spin   0.235 eV
Total energy   -18850.404 eV
Net charge   0
HOMO-LUMO gap   9.54 eV

Last column: Löwdin charge in e.
Geometry (Å):
1 C 0.72122 -0.34740 0.00208  -0.54
2 C -0.26296 -1.51560 -0.02357  -0.38
3 C -0.88079 0.88992 -0.00408  -0.54
4 C 0.21197 0.65384 -1.06136  -0.12
5 C 0.20952 0.61267 1.08170  -0.11
6 H -0.15306 -2.08487 -0.94685  0.09
7 H -0.12181 -2.15013 0.85987  0.09
8 H -1.45134 1.83234 0.01517  0.12
9 H 0.91769 1.50053 -1.11969  0.13
10 H -0.08125 0.31884 -2.05748  0.11
11 H -0.17400 0.20295 2.02970  0.11
12 H 0.87310 1.50151 1.21573  0.13
13 F 2.03138 -0.78297 0.00634  0.03
14 S -1.83967 -0.63163 0.00241  0.88

Cartesian forces (eV/Å) of the 2 atoms listed first:
C -0.05 -0.23 -0.20
C 0.53 -0.26 0.12


2.
C2H10N4O2 | the ωB97M-V functional and the def2-TZVPD basis

LUMO level   0.840 eV
Strongest force on any atom   5.36 eV/A
Energy above the lowest of the compared OMol25 structures with the same formula, charge and spin   5.364 eV
Total energy   -12286.944 eV
Net charge   0
HOMO-LUMO gap   8.26 eV
SMILES   NC(N)=NO.CON

Last column: Löwdin charge in e.
Geometry (Å):
1 C 0.11661 -1.89426 1.36445  -0.15
2 N 0.68873 0.47556 1.07591  0.08
3 O 1.12437 -0.94148 1.56420  -0.20
4 H 1.59555 0.92319 0.99215  0.10
5 H 0.14255 0.89847 1.82602  0.11
6 H -0.47015 -1.64063 0.45463  0.05
7 H -0.56203 -1.92884 2.21985  0.08
8 H 0.61687 -2.84976 1.21024  0.08
9 C -0.01945 0.56811 -0.91503  -0.61
10 N -0.14868 1.94083 -1.14115  0.12
11 N 1.06280 0.00718 -1.61439  0.11
12 O -2.14978 0.52147 -0.13573  -0.13
13 N -1.12978 -0.18557 -0.88875  -0.05
14 H -2.89177 -0.09268 -0.17825  0.07
15 H 0.70332 2.47774 -1.05506  0.09
16 H -0.96050 2.33154 -0.68394  0.08
17 H 1.08811 -0.99988 -1.55557  0.09
18 H 1.19324 0.38902 -2.53960  0.09

Cartesian forces (eV/Å) of the 2 atoms listed first:
C -1.11 0.22 -0.92
N 1.00 -2.48 1.33


3.
C34H55ClN3OP2W | the ωB97M-V functional and the def2-TZVPD basis

LUMO level (alpha / beta)   -10.796 / -11.326 eV
Multiplicity   3
Strongest force on any atom   7.13 eV/A
Energy above the lowest of the compared OMol25 structures with the same formula, charge and spin   0.000 eV
Total energy   -75568.444 eV
Net charge   +3
HOMO-LUMO gap (alpha / beta)   6.06 / 5.64 eV

Last column: Mulliken spin population.
Geometry (Å):
1 C 2.51323 -1.29976 -0.98495  0.06
2 C 1.47008 0.56761 -2.03640  0.03
3 C 3.46553 -1.39133 -1.99930  0.07
4 C 2.32105 0.41691 -3.14367  0.12
5 C 3.35341 -0.53082 -3.09671  0.01
6 H 4.20977 -2.15354 -1.93136  0.00
7 H 2.22307 1.13488 -3.95536  0.00
8 H 4.04015 -0.62897 -3.94952  0.00
9 N 1.58817 -0.30633 -0.97304  -0.04
10 P 0.77316 -2.45550 0.90216  0.06
11 P 0.31612 2.29911 -0.14882  -0.05
12 C 2.45799 -2.29368 0.16489  0.02
13 H 2.77790 -3.28888 -0.19968  0.00
14 H 3.16700 -1.96248 0.95130  0.01
15 C 0.49217 1.60841 -1.84497  0.47
16 H 0.33233 2.31950 -2.69047  -0.04
17 C -1.33046 3.31021 -0.05838  0.02
18 C 1.81142 3.45911 -0.00627  0.03
19 C -0.16884 -3.60608 -0.28058  -0.02
20 C 1.09013 -3.25734 2.57532  -0.01
21 C -2.45789 2.46647 0.55659  0.00
22 H -2.25973 2.22631 1.60595  0.00
23 H -3.39362 3.04926 0.51858  0.00
24 H -2.62876 1.52991 0.01899  0.01
25 C -1.19982 4.55965 0.82745  -0.01
26 H -0.88030 4.30287 1.84775  0.00
27 H -0.52876 5.32199 0.41238  0.00
28 H -2.19399 5.03202 0.91443  0.00
29 C -1.75631 3.67859 -1.48391  0.01
30 H -2.68709 4.27036 -1.44513  0.00
31 H -1.00431 4.28094 -2.01040  0.00
32 H -1.96640 2.76778 -2.06322  -0.02
33 C 1.92632 4.01913 1.42689  0.00
34 H 1.84144 3.21523 2.19300  0.00
35 H 2.93999 4.47470 1.51608  0.00
36 H 1.18973 4.82150 1.62872  0.00
37 C 3.09712 2.68572 -0.32946  0.01
38 H 3.25972 1.84299 0.34863  0.00
39 H 3.12777 2.34364 -1.37179  -0.01
40 H 3.92660 3.38964 -0.16887  0.00
41 C 1.68460 4.60608 -1.03059  0.00
42 H 1.34850 4.24701 -2.03561  0.00
43 H 1.01867 5.42669 -0.67173  0.00
44 H 2.71095 5.04288 -1.15751  0.00
45 C -0.26245 -3.64612 3.19191  0.00
46 H -0.07648 -4.00630 4.21592  0.00
47 H -0.94122 -2.77998 3.25554  0.00
48 H -0.77067 -4.45501 2.64690  0.00
49 C 1.77047 -2.25043 3.51825  0.00
50 H 2.72794 -1.87485 3.13517  0.00
51 H 1.12220 -1.39878 3.76463  0.00
52 H 1.98514 -2.77859 4.46075  0.00
53 C 2.00887 -4.49000 2.44342  0.00
54 H 2.91836 -4.27881 1.85888  0.00
55 H 2.32292 -4.77873 3.45885  0.00
56 H 1.49701 -5.35662 2.00537  0.00
57 C 0.15988 -3.25450 -1.73771  0.00
58 H 1.18680 -3.52824 -2.01294  0.00
59 H -0.52095 -3.81342 -2.39894  0.00
60 H 0.00947 -2.18519 -1.93451  0.00
61 C -1.66633 -3.37435 -0.05800  -0.01
62 H -1.93358 -2.30659 -0.22227  0.01
63 H -2.21882 -3.99647 -0.80246  0.00
64 H -1.98844 -3.69440 0.96157  0.00
65 C 0.14992 -5.09418 -0.05155  0.00
66 H 1.22601 -5.31077 -0.12926  0.00
67 H -0.23968 -5.47259 0.90547  0.00
68 H -0.35614 -5.66844 -0.84628  0.00
69 W 0.17703 -0.05683 0.66078  0.79
70 C 1.68735 0.44077 1.79204  0.06
71 O 2.61634 0.71070 2.50033  0.13
72 N -1.31527 -0.24128 -0.92175  0.34
73 C -1.31825 0.37834 -1.97445  -0.11
74 C -2.05376 0.26460 -3.32904  0.08
75 C -1.52052 1.30744 -4.29656  -0.01
76 C -1.70244 -1.09833 -3.90086  -0.01
77 C -3.56142 0.41360 -3.11540  0.01
78 H -1.69310 2.31955 -3.94813  0.00
79 H -0.44922 1.17949 -4.43350  0.00
80 H -1.99608 1.21291 -5.27671  0.00
81 H -2.05531 -1.90728 -3.25148  0.00
82 H -2.16366 -1.22170 -4.88532  0.00
83 H -0.61733 -1.20642 -4.01839  0.00
84 H -4.02477 0.86684 -4.00860  0.00
85 H -4.03409 -0.56896 -2.97244  0.00
86 H -3.82783 1.04589 -2.24336  0.00
87 Cl -1.24709 2.54328 5.54426  0.00
88 C -1.63594 1.29857 4.42734  -0.01
89 C -2.78458 0.52938 4.58652  0.01
90 C -3.04454 -0.45102 3.62005  0.00
91 C -2.17750 -0.62506 2.55325  0.01
92 N -1.05694 0.14020 2.40779  0.00
93 C -0.76302 1.08277 3.36570  0.02
94 H -3.43489 0.69594 5.43291  0.00
95 H -3.92358 -1.08616 3.68709  0.00
96 H -2.36225 -1.37150 1.76639  0.01
97 H 0.15456 1.65521 3.26144  0.00

Cartesian forces (eV/Å) of the 2 atoms listed first:
C -0.53 0.35 0.51
C 0.69 -0.82 0.45


4.
C33H39GeN7O2S3Tl | the ωB97M-V functional and the def2-TZVPD basis

LUMO level (alpha / beta)   0.426 / -0.941 eV
Multiplicity   2
Strongest force on any atom   0.37 eV/A
Total energy   -143095.816 eV
Net charge   0
HOMO-LUMO gap (alpha / beta)   6.82 / 6.88 eV

Last column: Mulliken spin population.
Geometry (Å):
1 Tl 2.42410 0.19178 -0.62901  0.24
2 N 0.58065 -1.03578 -2.25399  -0.01
3 C 0.36983 -2.44898 -2.58053  0.01
4 C 1.63373 -3.10552 -3.11535  0.00
5 C 2.78667 -3.19240 -2.11464  0.01
6 N 3.60582 -1.97400 -2.12738  0.01
7 H -0.23186 -0.65697 -1.78022  0.01
8 H 0.66156 -0.47606 -3.09707  0.00
9 H -0.43983 -2.57999 -3.30881  0.00
10 H 0.06433 -2.96915 -1.67326  -0.01
11 H 1.97712 -2.57194 -4.01023  0.00
12 H 1.37075 -4.11535 -3.43838  0.00
13 H 3.38129 -4.08852 -2.32263  0.00
14 H 2.37146 -3.31194 -1.10815  0.00
15 H 3.87357 -1.72382 -3.07309  0.00
16 H 4.46441 -2.10107 -1.60448  0.00
17 N -5.60550 1.52598 0.56768  0.00
18 C -4.41050 1.76568 -0.09251  0.00
19 C -3.86453 3.05074 -0.12354  0.00
20 C -2.68019 3.29918 -0.79018  0.00
21 C -2.02250 2.26648 -1.44744  0.00
22 C -2.58418 0.99425 -1.46446  0.00
23 C -3.76380 0.74151 -0.78838  0.00
24 S -0.46314 2.53814 -2.22507  0.00
25 O -0.41909 3.91711 -2.65187  0.00
26 O -0.35793 1.51923 -3.25243  0.00
27 N 0.68421 2.19267 -1.16147  0.01
28 C 0.87490 3.00522 -0.07658  0.01
29 N 1.99915 2.73186 0.61983  0.00
30 C 2.25853 3.46899 1.68608  0.00
31 C 1.43124 4.49635 2.10712  0.00
32 C 0.28864 4.68104 1.34839  0.00
33 N -0.00589 3.95636 0.27846  0.00
34 H -5.86898 2.18599 1.27862  0.00
35 H -5.80697 0.57023 0.80527  0.00
36 H -4.37958 3.85888 0.38399  0.00
37 H -2.24806 4.28852 -0.80381  0.00
38 H -2.11525 0.20975 -2.04313  0.00
39 H -4.19961 -0.25168 -0.80956  0.00
40 H 3.16895 3.22552 2.22545  0.00
41 H 1.66035 5.10498 2.96902  0.00
42 H -0.43654 5.44479 1.61664  0.00
43 C 2.56802 -2.22855 2.32748  0.03
44 Ge 0.96928 -1.44306 1.51376  0.38
45 C -0.25139 -2.82492 0.89878  0.05
46 C -1.54281 -2.44720 0.51608  0.04
47 C -2.40822 -3.36975 -0.05488  -0.02
48 C -1.99391 -4.68138 -0.25780  0.04
49 C -0.71722 -5.07050 0.12373  -0.01
50 C 0.14994 -4.14508 0.69283  0.05
51 C -0.02265 -0.33430 2.79081  0.02
52 C -0.22949 0.98665 2.49031  0.00
53 C -0.92749 1.85002 3.36947  0.02
54 C -1.40681 1.37340 4.55043  0.00
55 C -1.23352 0.01038 4.90359  0.00
56 C -1.74003 -0.49909 6.12640  0.00
57 C -1.59394 -1.81523 6.45216  0.00
58 C -0.93824 -2.69214 5.55997  0.00
59 C -0.43472 -2.22606 4.37996  0.01
60 C -0.55052 -0.85754 4.01602  -0.02
61 H 2.31404 -2.86840 3.17421  0.01
62 H 3.19568 -1.40942 2.67970  0.00
63 H 3.13636 -2.80609 1.59631  0.00
64 H -1.87392 -1.42323 0.66885  -0.01
65 H -3.40617 -3.06756 -0.34944  0.00
66 H -2.66823 -5.40075 -0.70550  0.00
67 H -0.39513 -6.09392 -0.02753  0.00
68 H 1.14815 -4.46023 0.98210  0.01
69 H 0.14691 1.39075 1.56128  0.07
70 H -1.06889 2.88729 3.09469  0.00
71 H -1.93717 2.02433 5.23677  0.00
72 H -2.25228 0.18051 6.79860  0.00
73 H -1.98403 -2.19222 7.38909  0.00
74 H -0.84209 -3.74075 5.81244  0.00
75 H 0.04542 -2.91350 3.69471  0.00
76 S 4.58008 1.67470 -2.30408  0.01
77 C 3.61600 1.94336 -3.64149  0.03
78 N 2.79928 2.96151 -3.85687  0.02
79 C 2.13143 3.06092 -5.15553  0.00
80 C 2.14431 1.65695 -5.75427  0.00
81 S 3.58417 0.83792 -5.00041  0.00
82 H 2.55825 3.57355 -3.09012  0.00
83 H 2.67491 3.76447 -5.78962  0.00
84 H 1.11738 3.41474 -5.01021  0.00
85 H 2.26783 1.67647 -6.83410  0.00
86 H 1.24413 1.11489 -5.48758  0.00

Cartesian forces (eV/Å) of the 2 atoms listed first:
Tl -0.22 -0.16 0.13
N 0.05 0.00 0.01